DFT (ωB97M-V with the def2-TZVPD basis set) results for a structure of composition C20H21F3Li2N3O5 at a distorted geometry.

```
54
C20H21F3Li2N3O5 | the Open Molecules 2025 dataset | ωB97M-V with the def2-TZVPD basis set
Li -10.69 19.60 0.50
Li -12.96 17.79 0.06
C -12.97 20.01 1.99
O -13.40 20.55 3.07
O -12.24 20.72 1.17
O -13.33 18.78 1.74
C -10.19 16.64 -0.75
O -11.05 16.11 -1.75
O -10.88 17.61 -0.13
C -9.65 15.50 0.15
F -10.70 14.86 0.69
F -8.94 14.58 -0.54
F -8.89 15.95 1.15
C -10.58 15.99 -3.09
C -11.81 15.66 -3.93
H -11.47 15.70 -4.97
H -12.33 14.73 -3.70
H -12.55 16.45 -3.90
H -9.78 15.25 -3.16
H -10.17 16.93 -3.49
H -9.31 17.15 -1.19
N -9.19 19.76 2.15
C -7.98 19.22 2.20
C -7.06 19.52 3.20
C -7.30 20.51 4.13
C -8.59 21.07 4.07
C -9.47 20.70 3.08
H -7.81 18.37 1.55
H -6.08 19.06 3.16
H -6.55 20.77 4.86
H -8.74 21.98 4.64
H -10.42 21.21 2.97
N -9.56 20.77 -0.66
C -8.55 20.54 -1.52
C -7.79 21.55 -2.10
C -8.17 22.88 -1.85
C -9.12 23.11 -0.87
C -9.82 22.03 -0.31
H -8.18 19.52 -1.45
H -6.93 21.21 -2.65
H -7.69 23.71 -2.36
H -9.28 24.13 -0.54
H -10.56 22.19 0.47
N -13.31 18.98 -1.52
C -12.42 19.67 -2.26
C -12.78 20.73 -3.06
C -14.11 21.04 -3.25
C -15.05 20.22 -2.64
C -14.61 19.24 -1.76
H -11.42 19.29 -2.10
H -11.98 21.35 -3.44
H -14.40 21.86 -3.88
H -16.10 20.38 -2.82
H -15.34 18.66 -1.21
```

Computed properties:
Calculated total energy in eV: -44355.819
2S+1: 1
HOMO in Ha: -0.09225
Total charge: -1
Energy above the lowest of the compared OMol25 structures with the same formula, charge and spin in kJ/mol: 0.0

DFT (ωB97M-V with the def2-TZVPD basis set) results for the molecule C20H21N2O5P.

```
49
C20H21N2O5P | the Open Molecules 2025 dataset | ωB97M-V with the def2-TZVPD basis set
C -2.56 -2.78 0.26
O -1.59 -2.01 0.93
C -1.96 -1.36 2.07
C -3.03 -1.71 2.89
C -3.26 -1.00 4.06
C -2.45 0.06 4.41
C -1.40 0.44 3.58
C -1.16 -0.27 2.42
O -0.14 0.11 1.59
P -0.40 0.26 -0.01
O -1.79 0.44 -0.40
N 0.53 -1.06 -0.55
C 0.53 -1.15 -1.91
C 0.96 -2.26 -2.64
C 0.92 -2.17 -4.02
C 0.45 -1.00 -4.63
C 0.39 -0.89 -6.12
C 0.06 0.03 -3.80
N 0.09 -0.04 -2.48
O 0.48 1.56 -0.29
C 1.68 1.74 0.39
C 2.83 1.18 -0.13
C 4.05 1.32 0.52
C 4.10 2.01 1.71
C 2.96 2.59 2.23
C 1.73 2.48 1.58
O 0.69 3.09 2.21
C -0.48 3.45 1.49
H -2.78 -3.70 0.80
H -2.13 -3.01 -0.72
H -3.48 -2.20 0.11
H -3.67 -2.54 2.63
H -4.09 -1.28 4.69
H -2.63 0.61 5.32
H -0.77 1.28 3.82
H 0.62 -1.88 0.02
H 1.31 -3.15 -2.14
H 1.24 -3.00 -4.63
H 0.04 0.09 -6.42
H 1.37 -1.06 -6.56
H -0.29 -1.64 -6.53
H -0.31 0.97 -4.20
H 2.75 0.63 -1.05
H 4.93 0.87 0.10
H 5.04 2.11 2.24
H 2.98 3.14 3.16
H -0.23 3.92 0.54
H -1.14 2.60 1.31
H -0.99 4.17 2.13
```

Computed properties:
Calculated total energy in eV: -43589.301
2S+1: 1
HOMO in Ha: -0.30608

DFT (ωB97M-V with the def2-TZVPD basis set) results for the molecule C20H21N3O5 at a distorted geometry.

```
49
C20H21N3O5 | the Open Molecules 2025 dataset | ωB97M-V with the def2-TZVPD basis set
C -1.37 -3.15 -0.02
O -2.67 -3.03 -0.11
C -3.40 -1.94 -0.08
C -4.82 -2.11 -0.18
C -5.63 -0.85 0.05
C -5.03 0.34 0.17
O -5.51 1.60 0.19
C -7.13 1.75 0.30
C -3.55 0.53 -0.15
C -2.90 1.98 0.00
N -1.68 1.95 -0.12
N -0.98 2.88 -0.13
C 0.37 3.40 0.02
O 0.73 4.45 -0.16
C 1.20 2.15 0.12
C 1.16 0.66 0.07
C 2.39 0.21 0.10
C 3.02 -0.95 -0.03
O 2.02 -2.01 0.09
C 2.43 -3.51 0.07
C 4.25 -1.19 0.14
C 5.13 -0.15 -0.10
O 6.50 -0.70 -0.02
C 7.50 0.66 -0.08
C 4.61 1.25 0.12
C 3.34 1.46 0.04
N 2.56 2.54 0.14
C -2.86 -0.66 -0.15
H -0.84 -2.68 0.78
H -1.02 -4.35 -0.09
H -1.00 -2.56 -1.10
H -5.27 -3.00 0.01
H -6.50 -0.89 0.01
H -7.51 1.16 -0.81
H -7.33 2.59 0.10
H -7.49 1.25 0.88
H -3.59 2.80 0.08
H -1.61 3.94 0.00
H 0.20 0.30 0.32
H 3.02 -3.65 0.98
H 1.60 -3.80 0.15
H 3.06 -3.61 -0.98
H 4.70 -2.24 -0.09
H 7.30 1.07 -0.85
H 7.43 1.10 0.90
H 8.43 0.09 -0.10
H 5.47 2.03 -0.07
H 2.96 3.60 -0.30
H -1.70 -0.66 -0.09
```

Computed properties:
Calculated total energy in eV: -35767.803
2S+1: 1
HOMO in Ha: -0.25829
Energy above the lowest of the compared OMol25 structures with the same formula, charge and spin in kJ/mol: 2165.6

DFT (ωB97M-V with the def2-TZVPD basis set) results for the molecule C20H21N3O7S at a distorted geometry.

```
52
C20H21N3O7S | the Open Molecules 2025 dataset | ωB97M-V with the def2-TZVPD basis set
C 3.78 3.02 4.30
C 2.42 2.81 3.73
N 1.75 3.77 3.17
O 0.56 3.26 2.76
C 0.50 1.95 3.07
C -0.72 1.21 2.69
C 1.67 1.60 3.70
C 2.11 0.28 4.26
O 1.41 -0.84 3.75
C 1.45 -1.08 2.42
C 2.26 -0.41 1.50
C 2.15 -0.70 0.16
C 1.25 -1.65 -0.29
C 1.05 -1.80 -1.74
O 1.65 -1.18 -2.59
O 0.08 -2.68 -2.04
C -0.25 -2.85 -3.42
C -1.21 -1.73 -3.86
O -2.41 -1.92 -3.97
N -0.60 -0.56 -4.09
C -1.35 0.64 -4.39
C -1.76 1.38 -3.10
N -2.54 0.49 -2.26
C -3.81 0.10 -2.64
O -4.42 0.62 -3.53
C -4.31 -1.02 -1.76
S -3.09 -1.27 -0.45
C -1.98 -0.08 -1.15
O -0.90 0.20 -0.68
C 0.48 -2.37 0.63
C 0.59 -2.09 1.97
H 4.50 2.37 3.80
H 4.07 4.05 4.16
H 3.78 2.78 5.36
H -1.57 1.88 2.71
H -0.89 0.37 3.36
H -0.62 0.82 1.67
H 1.92 0.25 5.34
H 3.20 0.16 4.11
H 2.95 0.35 1.82
H 2.74 -0.16 -0.56
H -0.76 -3.81 -3.49
H 0.65 -2.83 -4.03
H 0.38 -0.47 -3.84
H -0.75 1.30 -5.01
H -2.26 0.34 -4.93
H -2.38 2.24 -3.36
H -0.89 1.69 -2.53
H -5.29 -0.79 -1.34
H -4.38 -1.92 -2.37
H -0.22 -3.11 0.28
H -0.01 -2.61 2.70
```

Computed properties:
Calculated total energy in eV: -50719.932
2S+1: 1
HOMO in Ha: -0.32656
Energy above the lowest of the compared OMol25 structures with the same formula, charge and spin in kJ/mol: 0.0